A 19-piece molecular cluster, C2H40O20 overall, computed with ωB97M-V/def2-TZVPD.

Output
ΔE to the lowest compared entry with this formula, charge and spin: 35.88 kcal per mole
total charge: -2
HOMO-LUMO gap: 7.7 eV
electronic energy: -43674.53947 eV
HOMO energy: -0.11359 hartree
LUMO energy: 4.592 eV
F_max: 3.31 eV/A
molecular weight: 384.3 Da

Each line ends with the Löwdin charge.
Atoms and positions in Å:
O1 -0.35927 1.65132 -2.64337  -0.0774
O2 -1.25684 -2.47406 -3.60662  -0.0872
O3 3.20117 0.17605 0.84975  -0.0779
O4 1.56112 -3.33314 1.53786  -0.0303
O5 0.74286 0.92859 1.47970  -0.3519
O6 -2.47734 2.36743 -0.91813  -0.0267
O7 -3.90327 -1.50787 1.07526  -0.0101
O8 2.88668 1.07008 3.55134  -0.0415
O9 1.72777 -2.39824 -0.90165  -0.0372
O10 1.50637 3.46622 1.58767  -0.0813
O11 -1.90710 -3.01061 -0.34242  -0.0703
O12 3.66312 -0.55272 -1.79446  -0.0313
O13 -0.86798 4.26249 0.54065  -0.0840
O14 0.90432 -1.40473 3.15719  -0.0943
O15 -1.12040 1.91167 2.88123  -0.0832
O16 1.76448 3.29381 -1.17224  -0.0579
O17 1.07357 -0.85905 -3.26942  -0.0965
O18 -0.68438 -0.61020 -1.44660  -0.3937
O19 -1.58768 -2.89611 2.58107  -0.0414
O20 -3.22140 -0.36696 -1.96976  -0.0449
C1 -0.65585 -0.27566 -0.08712  -0.2768
C2 0.33802 0.85454 0.16421  -0.3152
H1 0.43695 -0.70100 -2.56719  -0.0527
H2 -0.41519 1.47239 2.38784  -0.0535
H3 -1.96312 -3.13420 -3.66195  0.0386
H4 -4.16656 -0.69876 0.68017  0.0236
H5 0.76532 -1.63774 -3.82285  0.0608
H6 1.50058 3.81798 -0.46605  -0.0438
H7 -1.27403 3.51381 0.06778  -0.0141
H8 3.22534 0.14922 -0.09842  -0.0431
H9 -1.53610 2.48036 2.22727  -0.0012
H10 -3.57955 0.45222 -2.28817  0.0282
H11 -1.63548 -3.06388 1.65861  -0.0329
H12 0.95891 -1.83430 -0.79697  0.0182
H13 1.50794 -2.88289 0.68490  -0.0084
H14 2.85898 -0.99530 -2.01729  -0.0228
H15 -0.41686 0.85809 -2.06096  -0.0252
H16 2.43461 3.59510 1.91463  0.0923
H17 1.47302 2.50712 1.62304  -0.0115
H18 -1.98061 -2.01723 2.63211  0.0172
H19 1.24106 0.87107 -0.50178  0.1166
H20 2.28398 0.42377 1.12100  -0.0264
H21 -1.91427 2.05846 -1.62782  0.0058
H22 1.44394 -3.06076 -1.59206  0.1138
H23 0.30416 1.42084 -3.29983  0.0409
H24 0.62850 -0.72905 2.50045  -0.0035
H25 3.56367 0.27909 -2.18428  0.0144
H26 -2.79702 -2.66205 -0.24038  0.0130
H27 -0.17021 3.80775 1.03442  -0.0272
H28 1.39865 2.46301 -0.80849  -0.0116
H29 1.04485 -2.09387 2.50470  -0.0526
H30 -3.55568 -1.10402 1.84487  0.0224
H31 -1.23466 -1.97190 -2.76200  0.0083
H32 2.38193 -3.75424 1.48342  0.0233
H33 -1.46267 -2.12688 -0.31137  0.0001
H34 -2.69367 1.52797 -0.55917  -0.0015
H35 -1.68283 -0.05345 0.05240  0.0843
H36 -0.28838 -1.21145 0.36975  0.1006
H37 2.47514 1.45001 4.31914  0.0247
H38 -2.33510 -0.36424 -1.63325  -0.0542
H39 2.15732 0.93126 2.97420  -0.0363
H40 -0.31084 1.72481 -0.03455  0.0859

Cartesian forces (eV/Å) of the 6 atoms listed first:
-0.223 0.671 -0.192
0.369 -0.198 -0.544
0.065 0.172 0.913
-1.841 -0.084 0.162
0.545 -0.452 0.271
-0.281 0.835 -0.231

One molecule with the formula C2H4ClNO, computed with ωB97M-V/def2-TZVPD.

Output
ΔE to the lowest compared entry with this formula, charge and spin: 40.93 kcal per mole
SMILES: OC/N=C/Cl
total charge: 0
HOMO-LUMO gap: 10.7 eV
electronic energy: -18197.31287 eV
HOMO energy: -0.36437 hartree
LUMO energy: 0.809 eV
F_max: 4.14 eV/A
molecular weight: 93.5 Da

Each line ends with the Löwdin charge.
Atoms and positions in Å:
Cl1 -2.85231 1.02717 -0.32640  0.6820
O1 1.87366 -0.00862 -0.73219  -0.0819
N1 -0.38389 0.52918 -0.17763  -0.0243
C1 -1.52224 0.10152 0.05578  -0.7214
C2 0.86664 0.09317 0.30919  -0.2716
H1 -1.89195 -0.81337 0.57879  0.0867
H2 1.82791 -0.87181 -1.18417  0.0831
H3 0.79405 -0.97361 0.67400  0.1380
H4 1.28813 0.91637 0.80263  0.1094

Cartesian forces (eV/Å) of the 6 atoms listed first:
-1.845 1.118 -0.846
-0.455 -0.354 -0.373
-0.341 1.195 -0.655
0.928 -1.557 1.181
0.606 -3.226 -2.519
0.900 0.330 -0.150

One molecule with the formula C5H8O, computed with ωB97M-V/def2-TZVPD.

Output
ΔE to the lowest compared entry with this formula, charge and spin: 26.62 kcal per mole
SMILES: CC1CC(=O)C1
total charge: 0
HOMO-LUMO gap: 10.4 eV
electronic energy: -7361.10094 eV
HOMO energy: -0.34810 hartree
LUMO energy: 0.966 eV
F_max: 1.91 eV/A
molecular weight: 84.1 Da

Each line ends with the Löwdin charge.
Atoms and positions in Å:
O1 0.32516 1.01161 -2.77001  0.0810
C1 -0.51151 -0.74445 1.44079  -0.0856
C2 0.25863 0.63877 -1.61629  -0.3699
C3 0.39550 -0.04700 0.43433  -0.3758
C4 -0.11687 1.27402 -0.20460  -0.0508
C5 0.45749 -0.70920 -0.96391  -0.0759
H1 -0.60187 -1.11991 -1.12982  0.1558
H2 -1.16077 1.50583 0.08274  0.1177
H3 1.36258 -1.30436 -1.23573  0.1315
H4 0.44931 2.18915 -0.01043  0.1073
H5 -0.60155 -0.15937 2.35980  0.0746
H6 1.39373 0.08100 0.86258  0.1325
H7 -0.12320 -1.73520 1.70792  0.0788
H8 -1.52664 -0.88090 1.04263  0.0789

Cartesian forces (eV/Å) of the 6 atoms listed first:
0.025 -0.205 1.897
-0.017 0.107 0.058
-0.730 0.687 -0.732
0.035 -0.085 0.096
0.152 0.210 -0.348
-0.491 -0.140 -0.095

A 8-piece molecular cluster, C11H27Br6N5O10 overall, computed with ωB97M-V/def2-TZVPD.

Output
ΔE to the lowest compared entry with this formula, charge and spin: 1.48 kcal per mole
SMILES: C[N+](=O)[O-].C[N+](=O)[O-].C[N+](=O)[O-].C[N+](=O)[O-].C[N+](=O)[O-].BrCCBr.BrCCBr.BrCCBr
total charge: 0
HOMO-LUMO gap: 9.8 eV
electronic energy: -460011.72535 eV
HOMO energy: -0.37366 hartree
LUMO energy: -0.366 eV
F_max: 1.47 eV/A
molecular weight: 868.8 Da

Each line ends with the Löwdin charge.
Atoms and positions in Å:
Br1 -2.77489 -1.14927 1.86123  0.6932
Br2 -0.90815 -0.12359 -1.87433  0.7116
Br3 2.98239 5.62772 -4.42982  0.5761
Br4 2.43125 -0.63452 1.32843  0.7296
Br5 2.01590 2.94153 -2.17526  0.6700
Br6 -5.39823 1.73284 -0.65609  0.6381
O1 3.97361 4.27433 0.35259  0.0310
O2 -0.43757 -2.28773 -5.99287  0.0658
O3 2.20365 -3.98871 3.82906  0.0638
O4 -0.60931 1.80937 1.69651  0.0217
O5 0.91058 -1.67371 -4.42352  0.0374
O6 -2.85390 -4.37389 -1.67198  0.0707
O7 0.35335 -4.80646 4.54730  0.0642
O8 0.17754 1.24408 3.60762  0.0728
O9 -1.48584 -3.51845 -0.25273  0.0009
O10 3.38458 3.18621 2.10185  0.0564
N1 -2.49809 -4.13606 -0.53582  -0.4309
N2 3.91998 3.25739 1.01657  -0.4219
N3 -0.05548 -2.28127 -4.83818  -0.4449
N4 1.00223 -4.15350 3.76065  -0.4468
N5 -0.00927 2.04605 2.73273  -0.4381
C1 0.81591 -1.04410 0.28263  -0.6548
C2 0.74937 -0.02605 -0.82449  -0.7049
C3 -3.28035 -4.69767 0.59925  0.0483
C4 0.28533 -3.45152 2.64929  0.0331
C5 1.61853 5.64919 -2.99711  -0.6781
C6 -4.00520 0.50434 -0.09239  -0.7614
C7 -4.38201 -0.16885 1.21184  -0.6269
C8 4.55088 2.04228 0.45221  0.0064
C9 0.45607 3.43220 2.91058  0.0349
C10 -0.81065 -3.10041 -3.86185  -0.0133
C11 2.04487 4.89359 -1.77944  -0.6283
H1 2.99278 5.12841 -1.31079  0.0323
H2 5.36262 2.38770 -0.17728  0.1041
H3 1.42736 6.69207 -2.73976  0.0634
H4 1.31692 3.38996 3.57261  0.0902
H5 0.85809 -2.56062 2.40815  0.0216
H6 4.88766 1.38387 1.24386  0.0850
H7 -4.31751 -4.77749 0.29571  0.1001
H8 -0.02834 -0.92203 0.95571  -0.0044
H9 -5.29919 -0.74998 1.16778  0.0635
H10 -4.59042 0.61505 1.94060  0.0490
H11 0.22531 -4.14009 1.81278  0.0981
H12 -3.18320 -3.98533 1.41217  0.0394
H13 -0.34259 4.03703 3.33242  0.1060
H14 -1.13768 -4.06512 -4.24589  0.0970
H15 -0.12977 -3.38216 -3.06262  0.0868
H16 1.26432 5.01347 -1.02690  0.0610
H17 1.54903 -0.12088 -1.55213  0.0432
H18 -0.68321 -3.16898 3.05010  0.0753
H19 -3.06209 1.03742 -0.02328  0.0132
H20 -2.77977 -5.63655 0.81845  0.1093
H21 0.73883 0.97020 -0.39687  -0.0135
H22 0.85171 -2.07775 -0.04545  0.0554
H23 3.76004 1.55352 -0.11199  0.0259
H24 0.75829 3.88556 1.97300  0.0872
H25 0.72123 5.29660 -3.49303  0.0476
H26 -3.85367 -0.24973 -0.86351  0.0305
H27 -1.67380 -2.57951 -3.46831  0.0572

Cartesian forces (eV/Å) of the 6 atoms listed first:
-1.012 0.187 -0.184
0.202 -0.070 0.317
-0.319 0.103 0.478
-0.303 -0.233 -0.152
0.180 0.631 0.210
0.094 -0.148 0.060

A 2-piece molecular cluster, C3H4BrFN4O4 overall, computed with ωB97M-V/def2-TZVPD.

Output
ΔE to the lowest compared entry with this formula, charge and spin: 61.02 kcal per mole
total charge: 0
HOMO-LUMO gap: 9.5 eV
electronic energy: -90075.68697 eV
HOMO energy: -0.36562 hartree
LUMO energy: -0.454 eV
F_max: 4.12 eV/A
molecular weight: 259.0 Da

Each line ends with the Löwdin charge.
Atoms and positions in Å:
Br1 -3.06254 -0.77972 0.43825  0.4287
F1 -1.58808 -1.23974 -2.58578  0.0699
O1 2.53984 0.98844 -0.71946  0.1074
O2 1.10865 2.56975 -0.72094  0.0890
O3 0.04056 -3.78089 0.11255  0.0450
O4 0.58445 -2.41926 1.65192  0.0707
N1 0.22220 -2.63099 0.42962  -0.1419
N2 1.42044 1.40353 -0.64193  -0.3726
N3 -0.81176 1.02448 -0.03713  0.0399
N4 -0.94534 -0.59205 -1.57731  -0.1525
C1 0.30211 -0.69121 -1.27679  0.1056
C2 -1.70802 0.31152 -0.85980  -0.5069
C3 0.45646 0.36553 -0.17372  -0.2367
H1 -2.33241 0.86093 -1.41779  0.0729
H2 0.55567 -3.15644 2.21685  0.0930
H3 0.95152 0.02711 0.68204  0.1259
H4 -0.83329 2.04184 0.16175  0.1625

Cartesian forces (eV/Å) of the 6 atoms listed first:
0.612 0.459 -0.964
0.236 -0.131 0.127
1.069 -0.222 -0.509
-0.644 0.165 -0.304
0.251 1.761 0.881
0.664 3.077 0.785

A 2-piece molecular cluster, C5H14 overall, computed with ωB97M-V/def2-TZVPD.

Output
ΔE to the lowest compared entry with this formula, charge and spin: 45.56 kcal per mole
SMILES: CCC.CC
total charge: 0
HOMO-LUMO gap: 11.9 eV
electronic energy: -5410.07385 eV
HOMO energy: -0.39611 hartree
LUMO energy: 1.142 eV
F_max: 5.13 eV/A
molecular weight: 74.2 Da

Each line ends with the Löwdin charge.
Atoms and positions in Å:
C1 -1.20436 -0.56310 0.24739  -0.0908
C2 -1.15753 -2.66606 -1.07797  -0.1492
C3 1.34126 2.64201 0.13479  -0.1961
C4 -0.30940 -1.40082 -0.83278  -0.2497
C5 1.26350 1.88682 1.43762  -0.2239
H1 -0.45753 -0.79218 -1.72458  0.0830
H2 -2.17911 -2.73332 -1.34778  0.0652
H3 -1.57214 -1.25968 1.01620  0.0654
H4 0.34579 1.36773 1.70137  0.0174
H5 -0.97398 -3.19945 -0.21680  0.0338
H6 -0.72370 -3.41780 -1.70632  0.0571
H7 1.53690 2.43076 2.44489  0.1042
H8 2.30515 3.10837 -0.01791  0.0382
H9 -1.91739 -0.02007 -0.40505  0.0695
H10 -0.55153 0.31440 0.66386  0.0429
H11 1.32626 1.94798 -0.89587  0.1274
H12 0.58060 3.46325 0.22812  0.0695
H13 2.01887 1.09236 1.36384  0.0598
H14 0.66102 -1.69541 -0.55829  0.0762

Cartesian forces (eV/Å) of the 6 atoms listed first:
3.081 1.192 -1.091
2.008 -0.507 -0.564
-0.851 -0.155 -1.806
-5.020 1.053 -0.226
1.762 -0.762 2.138
1.262 0.122 -0.144

An isolated ion of composition C5H10N and charge +1, computed with ωB97M-V/def2-TZVPD.

Output
ΔE to the lowest compared entry with this formula, charge and spin: 34.58 kcal per mole
SMILES: C=[N+]1CC1(C)C
total charge: +1
HOMO-LUMO gap: 11.4 eV
electronic energy: -6828.70232 eV
HOMO energy: -0.59949 hartree
LUMO energy: -4.874 eV
F_max: 3.72 eV/A
molecular weight: 84.1 Da

Each line ends with the Löwdin charge.
Atoms and positions in Å:
N1 1.08263 0.06115 0.01767  -0.0252
C1 2.12393 0.12285 -0.67680  0.2288
C2 -0.32540 -0.06480 0.11343  -0.3834
C3 -0.99348 -1.26929 -0.48184  0.0020
C4 0.56062 -0.14972 1.31585  0.0273
C5 -1.22441 1.32131 -0.03835  0.0540
H1 -0.37393 -2.15820 -0.39013  0.0965
H2 -0.66739 2.15923 0.36030  0.0778
H3 -2.14164 1.16807 0.51248  0.0860
H4 0.60636 0.68687 2.00469  0.1442
H5 2.06589 0.21348 -1.75486  0.1306
H6 -1.43510 1.47397 -1.09098  0.0805
H7 -1.23798 -1.10414 -1.52764  0.0969
H8 -1.92360 -1.44875 0.05540  0.1052
H9 0.78284 -1.10223 1.78644  0.1471
H10 3.10066 0.09021 -0.20565  0.1317

Cartesian forces (eV/Å) of the 6 atoms listed first:
0.908 0.187 -0.599
0.518 0.073 -0.369
-2.951 2.263 -0.100
0.145 -0.170 0.090
-0.244 -0.277 1.310
1.895 -2.195 -0.015

One molecule with the formula C15H9N5, computed with ωB97M-V/def2-TZVPD.

Output
ΔE to the lowest compared entry with this formula, charge and spin: 0.00 kcal per mole
SMILES: [H]/N=C(\C(C#N)=C\c1ccc2[nH]ccc2c1)C(C#N)C#N
total charge: 0
HOMO-LUMO gap: 8.1 eV
electronic energy: -23148.84323 eV
HOMO energy: -0.31247 hartree
LUMO energy: -0.435 eV
F_max: 3.94 eV/A
molecular weight: 259.3 Da

Each line ends with the Löwdin charge.
Atoms and positions in Å:
N1 0.37023 0.19493 4.44946  0.1906
N2 1.13945 2.88250 -3.48286  0.0674
N3 -0.35485 -3.29188 -0.49322  0.1815
N4 1.52998 -3.77836 3.44080  0.1921
N5 -2.59349 -2.30392 2.50267  0.2139
C1 0.80045 2.28939 -2.28618  -0.2215
C2 1.03131 1.95701 -4.54352  -0.0787
C3 -0.79487 -1.43681 1.24252  -0.2019
C4 -0.02884 0.14867 -1.48876  0.0564
C5 -1.34581 -1.97897 2.49789  -0.3134
C6 0.44124 1.92722 0.07185  -0.0603
C7 -0.03075 0.62813 -0.13605  -0.1910
C8 -0.44783 -2.44140 0.27698  -0.1876
C9 0.60443 -3.07693 3.60094  -0.1520
C10 0.48967 0.94707 -2.56348  -0.1591
C11 0.64067 0.74974 -4.01160  -0.0276
C12 -0.61577 -0.10555 1.03138  0.0446
C13 -0.01887 -0.87704 4.17590  -0.1656
C14 -0.54496 -2.18096 3.75416  -0.2286
C15 0.74863 2.77342 -0.97104  -0.0126
H1 -0.42577 -0.87385 -1.78156  0.1218
H2 0.54290 2.32639 1.07745  0.1166
H3 1.35181 3.85851 -3.56083  0.1454
H4 1.04992 3.78618 -0.77384  0.1052
H5 0.46310 -0.19827 -4.53141  0.1075
H6 -1.21193 -2.52660 4.54550  0.1598
H7 -0.89346 0.50916 1.87111  0.1102
H8 1.22930 2.19057 -5.59667  0.1171
H9 -3.12588 -2.09836 1.68239  0.0697

Cartesian forces (eV/Å) of the 6 atoms listed first:
-1.040 -2.858 -0.678
-0.137 -0.200 -0.359
0.265 0.082 0.077
-2.478 1.860 0.473
1.900 -0.054 2.342
0.000 -0.552 -0.301